(one)
Molecular formula: C5H15N3
Method: DFT, ωB97M-V/def2-TZVPD

## Properties
gap between HOMO and LUMO: 2.878 eV
total charge: 0
E_HOMO: -0.2365 hartree

Last column: Mulliken charge in e.
Geometry (Å):
C1 -0.2544 -3.4703 0.6603  -0.584
N1 -0.3425 -1.0895 3.1832  -0.741
C2 0.0682 -2.1977 0.9146  0.015
C3 -0.0419 -1.0481 0.0337  -0.536
C4 -1.2840 -0.0985 0.1079  -0.700
N2 0.6294 1.3014 -1.7816  -0.481
C5 1.2258 2.5622 -1.4985  -0.405
N3 0.4138 3.7330 -1.9420  -0.598
H1 0.1189 -4.2303 1.3343  0.287
H2 -0.9967 -3.6858 -0.0942  0.254
H3 -0.6974 -1.7638 3.8549  0.246
H4 0.6069 -0.8507 3.4935  0.291
H5 0.0201 -1.7310 2.0916  0.195
H6 0.1342 -1.2873 -1.0016  0.500
H7 0.7902 -0.3558 0.3070  0.228
H8 -1.9406 -0.3161 -0.7370  0.269
H9 -0.7892 0.8410 -0.0900  0.095
H10 -1.8695 -0.1539 1.0134  0.372
H11 0.7610 1.0859 -2.7731  0.153
H12 2.2201 2.6469 -1.9709  0.390
H13 1.2704 2.6652 -0.4183  0.270
H14 -0.5406 3.4157 -1.7822  0.259
H15 0.4976 4.0276 -2.9047  0.221

(two)
Molecular formula: C5H15N3
Method: DFT, ωB97M-V/def2-TZVPD

## Properties
gap between HOMO and LUMO: 3.499 eV
total charge: 0
E_HOMO: -0.2515 hartree

Last column: Mulliken charge in e.
Geometry (Å):
C1 1.6490 1.3294 0.4416  -0.458
C2 2.0247 1.0214 -0.9987  -0.625
C3 1.1225 -0.1746 -1.3287  -0.720
C4 -0.3741 -0.2082 -0.9014  -0.716
N1 -0.6654 -0.7010 0.3913  -0.249
C5 -1.7518 0.0362 1.0262  -0.534
N2 -2.7357 0.2203 -0.0062  -0.505
N3 1.7876 0.1436 1.2028  -0.599
H1 0.6133 1.6513 0.3675  0.174
H2 2.2138 2.2476 0.7156  0.360
H3 2.9826 0.7701 -1.1465  0.411
H4 1.6688 1.9678 -1.5615  0.264
H5 1.2038 -0.3432 -2.4312  0.339
H6 1.5790 -1.1294 -0.7942  0.306
H7 -0.7551 0.7953 -1.0315  0.394
H8 -1.0195 -0.8246 -1.5524  0.481
H9 -2.7618 -3.1991 0.6353  -0.160
H10 -1.9830 -0.6019 1.8757  0.443
H11 -1.4556 1.0814 1.3108  0.341
H12 -3.6150 0.2956 0.4579  0.229
H13 -2.6487 -3.7678 1.1148  0.154
H14 2.7598 -0.0281 1.2796  0.221
H15 0.1609 -0.5820 0.9331  0.451

In kJ/mol, relative to the most stable structure: (one) 26.5; (two) 0.0.

(one)
Molecular formula: C5H15N3
Method: DFT, ωB97M-V/def2-TZVPD

## Properties
gap between HOMO and LUMO: 9.520 eV
total charge: 0
SMILES: C[C@H](N)CNCCN
E_HOMO: -0.3105 hartree

Last column: Mulliken charge in e.
Geometry (Å):
N1 1.3712 -0.7715 -2.2599  -0.714
C1 1.0847 -1.6134 -1.0865  0.386
C2 2.3057 -1.7977 -0.2155  -1.365
C3 -0.1188 -1.0688 -0.3411  -0.811
N2 0.0939 0.2374 0.2346  -0.131
C4 -0.9236 0.6932 1.1626  -0.687
C5 -1.5917 2.0068 0.6958  -0.565
N3 -2.5345 2.4656 1.7148  -0.540
H1 1.7121 0.1120 -1.9016  0.245
H2 2.1535 -1.1682 -2.7503  0.266
H3 0.7477 -2.6015 -1.4142  0.287
H4 2.4586 -0.9187 0.4356  0.303
H5 2.2970 -2.5782 0.5406  0.363
H6 3.2321 -1.8847 -0.7854  0.360
H7 -0.3160 -1.7589 0.4791  0.461
H8 -0.9647 -1.1317 -1.0386  0.272
H9 0.3562 0.9330 -0.4471  0.179
H10 -0.5343 0.8381 2.1571  0.312
H11 -1.7582 -0.0069 1.1682  0.284
H12 -2.1518 1.7149 -0.1953  0.235
H13 -0.8824 2.7916 0.4360  0.453
H14 -2.5955 3.4621 1.8256  0.193
H15 -3.4410 2.0455 1.5855  0.212

(two)
Molecular formula: C5H15N3
Method: DFT, ωB97M-V/def2-TZVPD

## Properties
gap between HOMO and LUMO: 9.982 eV
total charge: 0
SMILES: [H]/N=C/NC.CC(C)N
E_HOMO: -0.3341 hartree

Last column: Mulliken charge in e.
Geometry (Å):
C1 -1.8566 -0.1239 -0.5779  -1.105
C2 -1.3781 0.8439 -1.6547  0.556
C3 0.0593 1.2625 -1.4060  -1.276
N1 -1.4800 0.3070 -3.0163  -0.681
H1 -1.8037 0.3287 0.4150  0.155
H2 -2.8922 -0.4241 -0.7371  0.390
H3 -1.2388 -1.0228 -0.5746  0.250
H4 -2.0130 1.7330 -1.6267  0.242
H5 0.3936 1.9770 -2.1561  0.354
H6 0.1813 1.7182 -0.4246  0.373
H7 0.7210 0.3922 -1.4510  0.239
H8 -2.4210 -0.0270 -3.1912  0.259
H9 -0.8723 -0.5013 -3.1065  0.252
C4 2.6043 -1.0509 1.2191  -0.821
N2 1.8122 -0.9076 2.4312  -0.294
C5 0.5130 -0.4734 2.3219  0.408
N3 -0.0475 0.2142 3.2271  -0.766
H10 3.5181 -1.5937 1.4489  0.303
H11 2.0442 -1.6410 0.4952  0.289
H12 2.8620 -0.0937 0.7593  0.292
H13 2.2879 -0.4664 3.2065  0.286
H14 0.0299 -0.8226 1.4046  0.032
H15 -1.0237 0.3718 2.9939  0.264

(three)
Molecular formula: C5H15N3
Method: DFT, ωB97M-V/def2-TZVPD

## Properties
gap between HOMO and LUMO: 8.478 eV
total charge: 0
SMILES: C/C=N/C.CCNN
E_HOMO: -0.2722 hartree

Last column: Mulliken charge in e.
Geometry (Å):
C1 1.5345 -0.2723 -0.5002  -0.191
C2 2.1872 0.8577 -1.2477  -1.211
N1 0.6522 0.1498 0.9774  -0.146
N2 0.6620 -0.3479 2.3128  -0.669
H1 0.5779 1.1626 0.9997  0.253
H2 1.6031 -0.4855 2.6700  0.232
H3 0.2368 -1.2741 2.2643  0.205
H4 2.2504 -0.9360 -0.0153  0.389
H5 0.9032 -0.8529 -1.1716  0.238
H6 2.8960 0.4494 -1.9744  0.362
H7 2.7235 1.5313 -0.5769  0.345
H8 1.4804 1.4245 -1.8496  0.278
C3 -1.7175 1.6400 -0.7942  -0.914
C4 -1.4016 -1.9223 0.2265  -1.270
C5 -1.3962 -0.4196 0.3281  0.193
N3 -1.1726 0.3088 -0.7647  -0.421
H9 -2.2780 -0.1133 0.9183  0.447
H10 -1.6421 2.0203 -1.8148  0.271
H11 -1.1545 2.3473 -0.1631  0.259
H12 -2.7707 1.6606 -0.4749  0.380
H13 -1.5895 -2.3656 1.2064  0.356
H14 -2.1597 -2.2769 -0.4696  0.350
H15 -0.4245 -2.2859 -0.0866  0.263

In kJ/mol, relative to the most stable structure: (one) 32.1; (two) 0.0; (three) 419.8.

(one)
Molecular formula: C5H15N3
Method: DFT, ωB97M-V/def2-TZVPD

## Properties
gap between HOMO and LUMO: 7.129 eV
total charge: 0
E_HOMO: -0.2340 hartree

Last column: Mulliken charge in e.
Geometry (Å):
C1 -0.8988 0.0798 -0.5718  -0.139
C2 0.1127 -1.9981 -1.4330  -0.935
C3 -1.2387 1.5241 -0.7753  -1.324
N1 -0.0349 -0.5529 -1.4269  0.418
N2 0.9454 0.2130 -2.0872  -0.711
H1 1.8169 0.0992 -1.5640  0.280
H2 1.0492 -0.1354 -3.0362  0.238
H3 -0.4525 0.0405 1.0592  0.012
H4 -1.7502 -0.5544 -0.3296  0.380
H5 0.0750 -2.3651 -2.4643  0.337
H6 1.0664 -2.2826 -0.9843  0.317
H7 -0.6957 -2.4706 -0.8764  0.287
H8 -0.3472 2.1035 -0.9992  0.371
H9 -1.6646 1.9319 0.1431  0.332
H10 -1.9571 1.6349 -1.5922  0.390
C4 -0.1949 0.5730 2.9806  -1.111
C5 0.7546 0.4388 1.1540  0.025
N3 1.7994 -0.2871 0.9652  -0.776
H11 1.6263 -1.2753 1.1394  0.178
H12 0.8349 1.5031 0.9547  0.404
H13 0.6822 0.8621 3.5508  0.389
H14 -0.5585 -0.4159 3.2478  0.340
H15 -0.9701 1.3336 2.9459  0.298

(two)
Molecular formula: C5H15N3
Method: DFT, ωB97M-V/def2-TZVPD

## Properties
gap between HOMO and LUMO: 9.599 eV
total charge: 0
SMILES: C[C@H](N)[C@@H](C)N.C=N
E_HOMO: -0.3154 hartree

Last column: Mulliken charge in e.
Geometry (Å):
C1 -1.0021 -1.3350 -1.0640  -1.758
C2 -0.0487 1.3095 -1.7199  -1.744
C3 0.1247 -0.7730 -0.1968  1.082
C4 0.3930 0.7223 -0.3796  0.929
N1 1.3262 -1.5607 -0.2485  -0.559
N2 1.8072 1.0011 -0.1637  -0.695
H1 1.1366 -2.5549 -0.2790  0.227
H2 2.0020 -1.2217 -0.9218  0.243
H3 2.0637 1.9666 -0.3311  0.242
H4 2.0770 0.7752 0.7860  0.215
H5 -1.2065 -2.3680 -0.7820  0.470
H6 0.2084 2.3667 -1.7415  0.464
H7 -0.7278 -1.3153 -2.1175  0.347
H8 -1.9185 -0.7688 -0.9159  0.345
H9 -1.1219 1.2221 -1.8668  0.347
H10 0.4687 0.8235 -2.5429  0.373
C5 -1.1836 -0.0963 2.5105  -0.332
N3 -0.9436 1.1503 2.3645  -0.559
H11 -0.2254 1.2226 0.4279  0.066
H12 -0.1058 1.4682 2.8522  0.206
H13 -0.6738 -0.7579 3.2189  0.309
H14 -2.1646 -0.4420 2.1978  0.314
H15 -0.2852 -0.8347 0.9131  -0.529

In kJ/mol, relative to the most stable structure: (one) 441.6; (two) 0.0.